C9H34B2N2O3V as an isolated structure. Source: OMol25; level of theory: ωB97M-V/def2-TZVPD.

The geometry in XYZ format:
```
51
Properties=species:S:1:pos:R:3:forces:R:3:nbo_charge:R:1
V -0.221 -0.512 -0.877 0.95 -0.64 0.13 1.027
B -0.386 0.779 -2.803 -0.10 0.66 -0.37 -0.789
H -0.348 1.241 -3.778 0.40 1.57 -3.42 0.042
H 0.445 0.117 -2.616 3.21 -2.02 0.41 0.016
H -0.562 1.493 -2.014 -0.12 3.34 2.99 -0.015
H -1.307 0.221 -2.734 -3.71 -2.60 -0.05 0.009
B 1.178 -2.171 -2.096 0.11 -0.51 -0.07 -0.749
H 1.530 -1.587 -1.260 1.75 2.22 3.44 -0.034
H 1.220 -3.225 -1.870 0.14 -4.08 1.14 -0.010
H 0.149 -1.892 -2.267 -4.01 0.65 -0.99 -0.015
H 1.740 -1.963 -2.993 2.07 0.99 -3.16 0.027
C 0.218 -2.876 1.264 0.88 -0.86 0.01 -0.253
O 0.027 -1.483 1.211 -0.53 0.71 -0.18 -0.702
H -0.395 -3.297 2.061 -0.14 -0.30 -0.23 0.169
H 0.057 -3.311 0.277 -0.33 0.07 0.09 0.227
H 1.268 -3.073 1.476 0.08 -0.17 0.17 0.187
H -0.126 -1.199 2.115 0.01 0.43 -0.16 0.489
C -4.419 -1.650 -0.588 0.13 -0.47 0.35 -0.616
C -3.115 -0.886 -0.737 -2.23 2.22 -0.49 -0.068
C -2.854 0.172 0.392 -0.63 -2.07 -1.37 -0.060
O -1.623 0.791 0.122 -0.38 -0.03 -0.13 -0.526
C -1.397 1.878 0.981 0.44 0.14 0.81 -0.235
N -2.045 -1.809 -0.928 0.57 -0.59 -0.07 -0.805
H -4.355 -2.256 0.316 -0.39 0.04 0.35 0.192
H -4.437 -2.382 -1.395 -0.22 0.06 -0.18 0.215
H -5.346 -1.079 -0.630 0.17 0.12 0.18 0.226
H -3.251 -0.319 -1.658 0.54 0.13 -0.15 0.224
H -2.907 -0.485 1.260 0.65 0.49 0.99 0.163
H -3.643 0.921 0.466 -0.13 -0.09 -0.19 0.199
H -0.481 2.420 0.745 -0.18 -0.32 -0.20 0.215
H -1.287 1.432 1.969 0.04 0.48 0.46 0.168
H -2.218 2.595 0.976 -0.20 -0.12 -0.11 0.188
H -2.272 -2.330 -1.763 0.53 0.37 -0.96 0.397
H -2.162 -2.588 -0.296 0.37 0.01 1.04 0.364
C 3.455 -0.395 0.695 0.67 0.00 -0.83 -0.630
C 2.351 0.624 0.875 -0.01 -0.08 1.22 -0.057
C 2.849 1.986 1.343 -0.13 -1.26 0.22 -0.069
O 1.711 2.692 1.750 -0.35 0.96 -0.42 -0.555
C 2.065 4.044 1.966 -0.42 -0.05 0.82 -0.252
N 1.446 0.819 -0.266 0.54 0.17 -0.08 -0.823
H 3.973 -0.697 1.606 -0.49 0.15 0.38 0.216
H 4.270 0.021 0.102 -0.01 0.05 -0.43 0.207
H 3.107 -1.294 0.186 -0.10 0.09 0.00 0.254
H 1.758 0.245 1.707 -0.35 0.09 0.01 0.180
H 3.372 2.473 0.520 0.21 0.30 -0.04 0.170
H 3.472 1.892 2.233 0.60 -0.13 -0.14 0.176
H 2.874 4.067 2.697 0.34 0.23 -0.07 0.170
H 1.223 4.541 2.448 -0.11 0.03 -0.27 0.193
H 2.350 4.557 1.048 0.03 0.00 -0.07 0.178
H 1.996 0.998 -1.093 0.29 -0.54 -0.61 0.392
H 1.049 1.740 -0.146 -0.45 0.18 0.21 0.382
```
Forces are in eV/Å.

Properties
- F_max: 4.53 eV/A
- M: 290.950 g/mol
- Spin multiplicity: 4
- E_HOMO (alpha / beta): -6.59 / -8.63 eV
- Charge: 0
- Gap between HOMO and LUMO (alpha / beta): 6.495 / 8.534 eV